Computed, not measured: C17H11IMnNO4 as an isolated structure, with ωB97M-V with the def2-TZVPD basis set.

```
! RIJCOSX wB97M-V def2-TZVPD def2/J DEFGRID3
* xyz 1 2
H 0.64231 5.05038 1.96396
O 3.08658 -3.02966 -0.37637
C -0.07787 0.37756 1.04142
C -1.57385 -2.52236 -0.66373
H -1.07078 -5.06765 1.49761
C 0.39767 3.12951 1.03964
C 2.01740 -2.37977 -0.78120
H 1.13749 5.00273 -2.28029
H -4.08493 -2.54946 -0.76417
C 0.65397 4.51564 1.02694
H -0.29070 0.57686 3.16951
O -2.03370 -0.65677 -1.98436
H -0.25695 -0.69082 1.08851
O -3.81082 -1.76469 -1.26028
C 0.41106 2.39723 -0.18371
C -2.50297 -1.60301 -1.34309
N -0.29158 -2.19517 -0.94483
H 0.12161 3.00267 3.16186
C -0.84728 -4.27587 0.80236
C 0.70914 -2.91281 -0.38781
H 3.91173 -2.62858 -0.70028
H 1.11817 6.23571 -0.14300
C 0.13448 2.44315 2.24092
C -0.09558 1.09494 2.24364
I 0.71548 2.00032 -3.21670
C 0.46974 -3.96444 0.48481
O 2.06824 -1.34873 -1.46607
C 0.16396 0.99238 -0.17841
H -2.90342 -3.79390 0.46500
Mn 0.13780 -0.16138 -1.83268
C 0.68539 3.13591 -1.35094
C -1.88078 -3.55204 0.21903
C 0.91675 5.17614 -0.14160
C 0.93219 4.47995 -1.35982
H 1.29006 -4.51396 0.91414
*
```

The HOMO energy (spin up / spin down) is -10.30 / -10.23 eV. As for the total energy: -66901.031 eV. The HOMO-LUMO gap (spin up / spin down) comes out at 5.66 / 5.61 eV.